No. 1
{"formula": "C4H9O3", "method": "ωB97M-V/def2-TZVPD", "symbols": ["H", "C", "C", "O", "C", "O", "C", "H", "H", "H", "H", "H", "H", "H", "O", "H"], "xyz": [[3.899, 3.456, -0.001], [-0.633, 1.356, 0.000], [0.134, 0.111, 0.000], [-0.867, -0.941, -0.002], [-0.693, -2.305, 0.000], [0.341, -2.937, 0.000], [-2.065, -2.942, 0.000], [-0.771, 1.941, 0.891], [-0.772, 1.942, -0.891], [0.673, 0.100, -0.961], [0.673, 0.099, 0.961], [-2.691, -2.061, 0.000], [-2.322, -3.561, -0.866], [-2.322, -3.560, 0.867], [4.138, 4.407, -0.001], [3.277, 4.895, 0.000]], "forces_ev_per_angstrom": [[0.1, 0.9, 0.0], [-0.1, 1.4, 0.0], [-0.4, -0.3, 0.0], [-0.2, -1.0, 0.0], [0.9, -0.9, 0.0], [-0.5, 1.4, 0.0], [-0.7, 0.6, 0.0], [-0.2, -0.2, 0.4], [-0.2, -0.2, -0.4], [0.5, -0.6, 0.8], [0.5, -0.6, -0.8], [-0.8, -0.2, 0.0], [0.6, 0.3, -0.1], [0.6, 0.3, 0.1], [-1.2, -0.2, 0.0], [1.1, -0.7, 0.0]], "lowdin_spin": [0.00, 0.71, 0.11, 0.05, 0.01, 0.01, 0.00, 0.04, 0.04, 0.01, 0.01, 0.00, 0.00, 0.00, 0.00, 0.00], "gap_ev": [9.7, 9.7], "spin_multiplicity": 2, "s_squared": 0.75, "e_lumo_ha": [0.0175, -0.0230], "e_homo_ev": [-9.24, -10.34]}


No. 2
{"formula": "C4H9O3P", "method": "ωB97M-V/def2-TZVPD", "symbols": ["C", "C", "C", "C", "O", "O", "O", "P", "H", "H", "H", "H", "H", "H", "H", "H", "H"], "xyz": [[-0.787, -0.966, 0.301], [-1.729, 0.004, -0.421], [0.102, -0.050, 1.250], [-0.824, 1.103, -1.090], [0.562, 2.613, 1.023], [3.254, -1.371, -0.120], [2.447, -0.743, -1.080], [0.390, 1.382, 0.233], [-1.245, -1.798, 0.779], [-0.168, -1.386, -0.363], [-2.377, -0.622, -1.015], [-2.479, 0.603, 0.179], [-0.604, 0.136, 1.993], [0.898, -0.657, 1.484], [-0.077, 0.653, -1.848], [-1.387, 2.026, -1.493], [4.025, -0.927, 0.187]], "forces_ev_per_angstrom": [[-1.1, 3.3, 2.2], [-0.7, 0.7, 0.0], [-2.5, -1.6, -2.7], [-0.3, -0.4, -1.2], [-0.2, 1.2, 0.2], [-3.7, -1.4, -1.6], [2.3, -0.3, 2.1], [1.3, -0.3, 0.1], [-0.7, -0.3, 0.9], [2.3, -1.5, -3.0], [0.0, 0.2, -1.1], [1.0, -0.9, 0.2], [-0.5, 0.8, 2.0], [2.1, -0.7, 1.1], [-1.7, 0.7, 0.5], [1.1, -1.5, 0.6], [1.1, 2.0, -0.5]], "lowdin_charge": [-0.23, -0.25, -0.26, -0.28, -0.38, -0.06, -0.09, 0.78, 0.10, 0.05, 0.09, 0.13, 0.07, 0.05, 0.09, 0.11, 0.08], "gap_ev": [6.1, 9.8], "e_lumo_ha": [-0.0552, -0.0118], "e_homo_ev": [-7.60, -10.14]}


No. 3
{"formula": "C4H9OS", "method": "ωB97M-V/def2-TZVPD", "symbols": ["C", "O", "C", "C", "C", "S", "H", "H", "H", "H", "H", "H", "H", "H", "H"], "xyz": [[-2.012, -1.320, 0.417], [-2.763, -2.099, 1.261], [-0.543, -1.112, 0.758], [0.137, -0.133, -0.303], [1.214, 0.777, 0.216], [1.806, 1.780, -1.131], [-2.067, -1.621, -0.670], [-2.518, -0.193, 0.454], [0.024, -2.224, 0.697], [-0.419, -0.866, 1.841], [-0.661, 0.481, -0.831], [0.596, -0.712, -1.053], [0.707, 1.534, 0.893], [1.996, 0.192, 0.643], [2.758, 2.448, -0.495]], "forces_ev_per_angstrom": [[-2.9, 0.9, 1.3], [1.4, 0.4, -1.0], [2.2, -2.1, -0.4], [-1.8, 0.1, 0.8], [-1.9, 1.5, 1.1], [0.3, 0.2, -1.2], [0.1, 0.2, 0.3], [1.2, -1.4, -0.5], [-1.4, 2.7, 0.0], [-0.1, 0.4, -0.9], [0.7, -0.7, 0.8], [0.4, -1.0, -1.1], [1.0, -1.2, -0.1], [0.6, -0.1, 0.7], [0.3, 0.2, 0.3]], "lowdin_charge": [-0.61, -0.41, -0.24, -0.34, -0.63, 0.67, 0.08, 0.10, 0.14, 0.09, 0.11, 0.06, 0.09, 0.06, -0.18], "gap_ev": 5.1, "total_charge": -1, "e_lumo_ha": 0.1054, "e_homo_ev": -2.20}


No. 4
{"formula": "C4H9OS2", "method": "ωB97M-V/def2-TZVPD", "symbols": ["C", "C", "O", "C", "S", "S", "C", "H", "H", "H", "H", "H", "H", "H", "H", "H"], "xyz": [[-1.203, 0.166, 1.204], [-0.659, -0.645, 2.487], [-0.973, -0.090, 3.637], [-0.522, -0.319, -0.051], [-1.044, 0.716, -1.454], [0.160, 0.146, -3.035], [1.808, 0.620, -2.480], [-2.291, 0.029, 1.194], [-1.020, 1.222, 1.403], [0.458, -0.709, 2.296], [-1.007, -1.692, 2.226], [0.563, -0.310, 0.113], [-0.731, -1.345, -0.352], [1.785, 1.621, -2.050], [2.435, 0.658, -3.376], [2.242, -0.069, -1.763]], "forces_ev_per_angstrom": [[-0.1, -0.5, 0.8], [0.3, 0.6, -1.0], [-0.3, -0.4, 0.2], [0.2, -0.2, -0.4], [0.4, 0.3, 0.0], [-0.2, -0.3, 0.2], [0.2, 0.5, -0.2], [0.1, 0.0, -0.2], [0.2, 0.1, -0.1], [0.0, 0.0, 0.0], [-0.2, -0.1, 0.5], [-0.1, 0.5, -0.2], [-0.4, -0.1, 0.3], [-0.1, 0.0, 0.0], [0.0, -0.1, 0.1], [-0.1, -0.2, 0.0]], "lowdin_charge": [-0.30, -0.59, -0.34, -0.60, 0.45, 0.37, -0.51, 0.09, 0.09, 0.07, 0.08, 0.06, 0.06, 0.03, 0.02, 0.02], "gap_ev": 5.4, "total_charge": -1, "e_lumo_ha": 0.1036, "e_homo_ev": -2.60}


No. 5
{"formula": "C4H9PS", "method": "ωB97M-V/def2-TZVPD", "symbols": ["C", "C", "C", "C", "P", "S", "H", "H", "H", "H", "H", "H", "H", "H", "H"], "xyz": [[0.812, -0.639, 0.395], [0.482, 0.792, 0.718], [-0.598, -1.341, 0.294], [-0.520, 1.388, -0.260], [-1.638, -0.028, -0.540], [-3.341, -0.061, 0.345], [1.122, -0.633, -0.587], [1.373, -1.035, 1.162], [0.110, 0.963, 1.666], [1.297, 1.495, 0.599], [-0.676, -2.251, -0.443], [-0.954, -1.336, 1.366], [-1.197, 2.245, 0.283], [-0.076, 1.875, -1.050], [-1.137, -0.679, -2.650]], "forces_ev_per_angstrom": [[-3.9, 0.6, -0.3], [0.8, 1.6, -1.6], [0.5, 0.4, -0.7], [-3.4, 1.1, 3.0], [1.1, -1.8, -1.5], [-0.6, 0.5, -0.6], [2.0, -0.4, -1.9], [1.8, -1.3, 1.1], [-0.7, -0.2, 2.3], [0.9, -0.3, 0.4], [0.2, 1.3, 2.2], [-0.2, -1.0, -1.4], [1.6, -2.1, -1.3], [0.8, 0.6, -2.2], [-0.8, 0.9, 2.6]], "lowdin_charge": [-0.23, -0.29, -0.37, -0.37, 0.28, 0.18, 0.07, 0.09, 0.09, 0.11, 0.10, 0.08, 0.14, 0.04, 0.07], "gap_ev": 7.7, "e_lumo_ha": -0.0335, "e_homo_ev": -8.64}


No. 6
{"formula": "C4H9S", "method": "ωB97M-V/def2-TZVPD", "symbols": ["C", "S", "H", "H", "H", "C", "C", "C", "H", "H", "H", "H", "H", "H"], "xyz": [[0.354, 1.293, 2.179], [-0.212, -0.479, 2.455], [-0.459, 2.066, 2.201], [1.045, 1.418, 2.996], [1.008, 1.454, 1.269], [0.881, -0.802, -0.888], [-0.260, -0.463, -1.860], [-1.497, -0.604, -1.335], [1.489, 0.128, -0.870], [0.428, -0.889, 0.105], [1.333, -1.704, -1.129], [-0.115, -0.053, -2.895], [-2.437, -0.237, -1.828], [-1.557, -1.127, -0.400]], "forces_ev_per_angstrom": [[0.2, -0.5, -0.5], [-0.1, 0.8, -0.3], [0.7, -0.7, 0.0], [0.1, 0.7, 0.5], [-0.9, -0.3, 0.5], [-1.7, 2.7, -0.6], [-1.2, -0.2, 0.7], [0.1, 0.5, -1.8], [0.4, -1.0, 0.0], [0.2, 0.0, 0.1], [1.5, -1.4, -0.6], [0.1, -0.2, 1.1], [1.0, -0.6, 0.4], [-0.4, 0.3, 0.6]], "lowdin_charge": [-0.68, 0.00, -0.01, -0.06, -0.01, -0.15, -0.24, -0.05, 0.07, -0.06, 0.03, 0.08, 0.05, 0.02], "gap_ev": 6.3, "total_charge": -1, "e_lumo_ha": 0.1498, "e_homo_ev": -2.24}


No. 7
{"formula": "C4H9S", "method": "ωB97M-V/def2-TZVPD", "symbols": ["S", "H", "C", "C", "C", "C", "H", "H", "H", "H", "H", "H", "H", "H"], "xyz": [[-2.863, 0.094, -0.142], [-4.138, 0.259, 0.174], [0.021, 0.592, 1.204], [0.757, 0.031, -0.009], [2.087, 0.104, -0.189], [-0.026, -0.762, -1.080], [-0.554, 1.488, 0.903], [0.738, 0.961, 1.934], [-0.641, -0.190, 1.543], [2.582, -0.303, -1.007], [2.767, 0.542, 0.547], [0.662, -1.374, -1.613], [-0.644, 0.013, -1.634], [-0.749, -1.456, -0.632]], "forces_ev_per_angstrom": [[-0.1, -0.1, -0.1], [-0.6, 0.1, 0.1], [0.9, 0.6, -1.4], [0.5, -0.8, -0.4], [-0.8, 0.9, 2.1], [-1.0, 1.8, 1.3], [-0.2, -0.8, 0.1], [0.2, -0.4, 0.3], [-0.4, 0.2, 0.5], [0.5, -0.8, -1.5], [-0.4, 0.2, 0.0], [0.5, 0.0, -1.1], [0.8, -1.3, 0.1], [0.0, 0.4, 0.1]], "lowdin_charge": [-0.08, -0.48, -0.14, -0.39, -0.02, -0.16, 0.05, 0.05, 0.02, 0.01, 0.04, 0.04, 0.05, 0.02], "gap_ev": 6.5, "total_charge": -1, "e_lumo_ha": 0.1429, "e_homo_ev": -2.62}


No. 8
{"formula": "C4HBr2ClS", "method": "ωB97M-V/def2-TZVPD", "symbols": ["C", "C", "C", "C", "S", "Cl", "Br", "Br", "H"], "xyz": [[-0.101, 1.352, 0.901], [0.718, 1.440, -0.098], [0.209, -1.067, -0.942], [-0.585, -1.248, 0.049], [-1.053, -0.090, 1.295], [1.818, 2.227, -0.991], [0.914, -1.860, -2.417], [-1.580, -2.883, 0.586], [-0.340, 2.129, 1.617]], "forces_ev_per_angstrom": [[-0.4, -0.6, 0.0], [-0.7, -3.0, -0.9], [0.9, 2.6, 0.3], [-0.8, -0.6, 0.9], [0.1, 0.3, 0.1], [0.3, 0.5, -0.1], [-0.1, -0.1, 0.2], [0.5, 0.5, -0.5], [0.2, 0.3, 0.0]], "lowdin_charge": [-0.50, -0.64, -0.74, -1.11, 0.83, 0.76, 0.75, 0.58, 0.07], "gap_ev": 6.8, "e_lumo_ha": -0.0590, "e_homo_ev": -8.36}


No. 9
{"formula": "C4HBr2F8N", "method": "ωB97M-V/def2-TZVPD", "symbols": ["C", "C", "C", "C", "N", "F", "F", "F", "F", "F", "F", "F", "F", "Br", "Br", "H"], "xyz": [[1.126, -0.466, -0.218], [2.175, 0.164, 0.699], [-1.670, -0.923, -0.724], [-1.214, 1.162, 0.581], [-1.070, -0.232, 0.302], [2.041, -0.228, 1.967], [2.275, 1.446, 0.605], [-2.921, -1.285, -0.334], [-1.019, -2.085, -0.787], [-1.853, -0.302, -1.908], [-1.068, 1.374, 1.875], [-2.463, 1.459, 0.307], [-0.346, 1.988, -0.105], [1.242, 0.121, -1.997], [3.853, -0.664, -0.083], [0.910, -1.530, -0.181]], "forces_ev_per_angstrom": [[-2.3, 0.1, -0.5], [-0.1, -2.1, -0.5], [-1.9, 0.1, 1.2], [-0.2, -1.7, -0.9], [4.8, 1.5, 0.7], [0.0, 0.3, -0.4], [0.0, 1.2, 0.2], [-0.3, 0.2, -0.2], [0.4, -0.5, -1.5], [0.7, -0.6, 0.1], [0.9, 0.3, 0.4], [-1.1, 1.3, -0.8], [-1.1, -0.6, 0.8], [-0.2, 0.0, 0.2], [-0.4, 0.2, 0.7], [0.5, 0.3, 0.5]], "lowdin_charge": [-0.46, -0.98, -0.74, -0.69, 0.21, 0.09, 0.10, 0.13, 0.12, 0.12, 0.17, 0.18, 0.08, 0.87, 0.75, 0.07], "gap_ev": [8.4, 8.4], "e_lumo_ha": [-0.0842, -0.0843], "e_homo_ev": [-10.71, -10.70]}


No. 10
{"formula": "C4HBr2FS", "method": "ωB97M-V/def2-TZVPD", "symbols": ["C", "C", "C", "C", "F", "S", "Br", "Br", "H"], "xyz": [[-1.208, -1.248, -1.322], [-1.584, -0.425, -0.542], [1.304, -0.523, 0.671], [1.113, 0.632, 0.975], [-1.838, 0.444, 0.370], [0.516, 2.065, 1.622], [1.868, -2.180, 0.145], [0.446, 3.274, -0.140], [-0.617, -2.039, -1.779]], "forces_ev_per_angstrom": [[0.6, -0.6, 0.0], [0.4, 0.0, 0.3], [0.7, -0.4, -0.3], [-0.4, -0.6, 0.3], [-0.4, -0.2, -0.5], [0.4, -0.5, 0.6], [-0.3, 0.9, 0.3], [-0.1, 0.7, -0.8], [-0.9, 0.7, 0.0]], "lowdin_charge": [0.07, -0.25, -0.68, -0.67, 0.09, 0.38, 0.77, 0.27, 0.03], "gap_ev": 8.3, "e_lumo_ha": -0.0196, "e_homo_ev": -8.84}


No. 11
{"formula": "C4HBrO2", "method": "ωB97M-V/def2-TZVPD", "symbols": ["C", "C", "C", "C", "O", "O", "Br", "H"], "xyz": [[-0.431, 0.970, 0.091], [-0.887, -0.371, -0.122], [1.018, 0.513, 0.272], [0.563, -0.856, -0.303], [2.032, 0.918, 0.689], [1.096, -1.780, -0.809], [-2.388, -1.391, -0.086], [-1.004, 1.998, 0.269]], "forces_ev_per_angstrom": [[-2.3, -0.7, 0.8], [2.6, 2.9, 0.4], [-2.1, -0.7, -1.5], [-0.5, 0.4, 0.3], [1.3, 1.0, 0.7], [0.0, -0.5, 0.0], [-0.5, 0.2, -0.2], [1.4, -2.6, -0.5]], "lowdin_charge": [0.06, -0.65, -0.36, -0.37, 0.16, 0.15, 0.85, 0.16], "gap_ev": 9.0, "e_lumo_ha": -0.0218, "e_homo_ev": -9.64}


No. 12
{"formula": "C4HClNO2", "method": "ωB97M-V/def2-TZVPD", "symbols": ["C", "C", "C", "C", "N", "O", "O", "Cl", "H"], "xyz": [[-0.539, 0.593, -0.264], [-1.850, -0.096, -0.315], [-1.119, -0.808, 0.619], [2.154, -0.491, -0.089], [0.219, -0.470, 0.145], [2.250, 0.314, -0.937], [2.525, -1.240, 0.716], [-3.439, 0.621, -0.148], [-0.200, 1.577, 0.273]], "forces_ev_per_angstrom": [[0.5, 0.3, 2.2], [0.3, 1.3, -1.2], [1.7, -0.5, 0.7], [-0.8, 0.6, 0.1], [-2.1, 0.1, -0.6], [0.5, 0.6, -0.9], [1.1, -1.4, 1.0], [-0.1, 0.1, 0.2], [-1.1, -1.1, -1.5]], "lowdin_charge": [-0.23, -0.76, -0.11, -0.62, -0.07, 0.09, 0.11, 0.45, 0.14], "gap_ev": 7.2, "total_charge": -1, "e_lumo_ha": 0.1326, "e_homo_ev": -3.61}